1.
Density functional theory data (ωB97M-V/def2-TZVPD) for a molecular structure, C44H33BrCl2IN6O2SSn.

Positions of all 91 atoms, in Å:
Sn1 0.333 0.400 -0.382
O1 5.285 4.846 3.082
C1 4.399 4.271 3.728
O2 4.087 4.301 4.926
C2 3.472 3.340 2.852
C3 2.402 2.665 3.412
C4 1.495 2.004 2.590
N1 1.687 1.906 1.265
C5 2.748 2.508 0.724
C6 3.631 3.274 1.480
C7 2.889 2.457 -0.745
C8 4.107 2.746 -1.354
C9 4.169 2.846 -2.730
C10 3.014 2.662 -3.469
C11 1.859 2.306 -2.795
N2 1.794 2.192 -1.472
C12 0.264 1.410 3.154
C13 -0.251 1.852 4.376
C14 -1.415 1.290 4.861
C15 -2.038 0.293 4.122
C16 -1.455 -0.084 2.925
N3 -0.343 0.457 2.454
H1 2.297 2.696 4.487
H2 4.420 3.862 1.034
H3 4.992 2.866 -0.749
H4 5.108 3.070 -3.218
H5 3.006 2.755 -4.545
H6 0.942 2.108 -3.331
H7 0.246 2.638 4.925
H8 -1.833 1.626 5.801
H9 -2.957 -0.165 4.462
H10 -1.898 -0.856 2.304
Cl1 1.935 -0.955 -3.545
C17 2.850 -2.254 -2.885
C18 3.325 -3.203 -3.775
C19 4.013 -4.308 -3.312
C20 4.190 -4.471 -1.950
C21 3.717 -3.513 -1.072
Cl2 3.976 -3.786 0.612
C22 3.058 -2.338 -1.497
S1 2.665 -1.084 -0.338
H11 3.147 -3.066 -4.832
H12 4.398 -5.039 -4.009
H13 4.701 -5.339 -1.556
C23 -2.620 -3.930 -2.132
C24 -3.375 -2.900 -2.681
C25 -2.863 -1.622 -2.797
C26 -1.549 -1.320 -2.377
C27 -0.811 -2.375 -1.805
C28 -1.335 -3.648 -1.687
N4 -1.016 -0.058 -2.394
C29 -1.398 0.854 -3.347
C30 -1.669 0.501 -4.685
C31 -2.019 1.454 -5.621
C32 -2.102 2.798 -5.279
C33 -1.795 3.173 -3.978
C34 -1.451 2.225 -3.031
H14 -3.023 -4.932 -2.063
H15 -4.386 -3.101 -3.018
H16 -3.478 -0.833 -3.215
H17 0.211 -2.184 -1.490
H18 -0.727 -4.434 -1.257
H19 -1.579 -0.536 -4.980
H20 -2.229 1.145 -6.638
H21 -2.399 3.537 -6.012
H22 -1.830 4.219 -3.697
H23 -1.217 2.526 -2.017
Br1 1.867 -2.081 6.122
C35 0.478 -3.201 5.472
C36 -0.259 -3.929 6.396
C37 -1.300 -4.734 5.967
C38 -1.614 -4.793 4.618
C39 -0.868 -4.074 3.700
C40 0.197 -3.280 4.111
I1 1.358 -2.317 2.646
H24 -0.009 -3.860 7.445
H25 -1.863 -5.311 6.688
H26 -2.437 -5.408 4.278
H27 -1.105 -4.127 2.646
C41 -5.599 1.736 -0.412
N5 -4.221 1.991 -0.062
C42 -3.709 3.142 0.479
C43 -2.367 2.931 0.614
N6 -2.059 1.679 0.167
C44 -3.184 1.143 -0.234
H28 -6.200 2.605 -0.154
H29 -5.977 0.870 0.132
H30 -5.692 1.544 -1.481
H31 -4.329 3.987 0.717
H32 -1.603 3.587 0.992
H33 -3.277 0.160 -0.666

Computed properties:
Kohn-Sham gap: 6.5160 eV
E: -6580.25295 Eh
2S+1: 1
Net charge: -1
Max |F|: 0.697 eV Å⁻¹
Relative energy (zero: lowest compared OMol25 entry of this formula, charge and spin): 14.3 kcal/mol
HOMO level: -4.57 eV
E_LUMO: 1.95 eV

2.
Density functional theory data (ωB97M-V/def2-TZVPD) for a molecular structure, C44H33BrCl2IN6O2SSn at a distorted geometry.

Positions of all 91 atoms, in Å:
Sn1 -0.037 -0.386 -0.102
O1 6.298 0.960 3.342
C1 5.186 0.989 3.879
O2 4.868 1.068 5.071
C2 3.987 0.911 2.894
C3 4.182 0.645 1.542
C4 3.080 0.530 0.707
N1 1.845 0.677 1.152
C5 1.648 1.007 2.416
C6 2.685 1.127 3.326
C7 0.225 1.240 2.742
C8 -0.270 1.181 4.043
C9 -1.613 1.440 4.246
C10 -2.413 1.742 3.154
C11 -1.835 1.740 1.894
N2 -0.552 1.492 1.690
C12 3.199 0.380 -0.757
C13 4.360 -0.092 -1.367
C14 4.446 -0.055 -2.744
C15 3.381 0.451 -3.477
C16 2.254 0.860 -2.787
N3 2.157 0.821 -1.464
H1 5.198 0.563 1.189
H2 2.535 1.370 4.366
H3 0.373 0.915 4.866
H4 -2.031 1.395 5.241
H5 -3.465 1.958 3.265
H6 -2.429 1.923 1.008
H7 5.166 -0.485 -0.769
H8 5.337 -0.411 -3.242
H9 3.415 0.510 -4.556
H10 1.382 1.234 -3.311
Cl1 -1.617 -1.346 2.151
C17 -3.297 -1.571 1.729
C18 -3.990 -2.538 2.425
C19 -5.314 -2.778 2.096
C20 -5.892 -2.039 1.073
C21 -5.159 -1.073 0.412
Cl2 -5.967 -0.189 -0.851
C22 -3.816 -0.774 0.712
S1 -2.897 0.462 -0.053
H11 -3.493 -3.096 3.203
H12 -5.879 -3.535 2.617
H13 -6.919 -2.205 0.784
C23 1.012 -5.012 -3.031
C24 0.811 -3.662 -3.260
C25 0.934 -2.745 -2.232
C26 1.228 -3.144 -0.926
C27 1.425 -4.517 -0.710
C28 1.328 -5.425 -1.741
N4 1.245 -2.233 0.111
C29 2.179 -2.467 1.117
C30 3.445 -2.987 0.824
C31 4.402 -3.140 1.807
C32 4.138 -2.774 3.119
C33 2.882 -2.281 3.426
C34 1.912 -2.147 2.447
H14 0.933 -5.728 -3.837
H15 0.577 -3.310 -4.258
H16 0.793 -1.693 -2.439
H17 1.651 -4.858 0.291
H18 1.484 -6.476 -1.536
H19 3.673 -3.260 -0.199
H20 5.377 -3.525 1.541
H21 4.902 -2.845 3.878
H22 2.655 -1.985 4.443
H23 0.931 -1.782 2.716
Br1 -0.395 5.708 -4.297
C35 -1.800 4.441 -4.224
C36 -2.807 4.550 -5.174
C37 -3.862 3.654 -5.169
C38 -3.910 2.651 -4.214
C39 -2.903 2.541 -3.269
C40 -1.838 3.434 -3.266
I1 -0.359 3.197 -1.810
H24 -2.758 5.341 -5.908
H25 -4.644 3.748 -5.908
H26 -4.734 1.953 -4.185
H27 -2.966 1.772 -2.518
C41 -3.175 -3.750 -3.800
N5 -2.527 -3.483 -2.541
C42 -2.245 -4.392 -1.553
C43 -1.641 -3.690 -0.558
N6 -1.544 -2.380 -0.921
C44 -2.086 -2.291 -2.107
H28 -2.880 -4.738 -4.156
H29 -2.857 -3.007 -4.531
H30 -4.262 -3.712 -3.700
H31 -2.491 -5.429 -1.650
H32 -1.253 -4.039 0.377
H33 -2.202 -1.385 -2.672

Computed properties:
Kohn-Sham gap: 6.4894 eV
E: -6580.21644 Eh
2S+1: 1
Net charge: -1
Max |F|: 3.348 eV Å⁻¹
Relative energy (zero: lowest compared OMol25 entry of this formula, charge and spin): 37.2 kcal/mol
HOMO level: -4.61 eV
E_LUMO: 1.88 eV

3.
Density functional theory data (ωB97M-V/def2-TZVPD) for a molecular structure, C44H33FN9O12S3Y at a distorted geometry.

Positions of all 103 atoms, in Å:
Y1 -0.279 -0.123 0.834
N1 1.446 -3.247 3.958
C1 0.985 -2.671 2.799
S1 2.083 -1.812 1.842
N2 -0.258 -2.977 2.495
N3 -0.787 -2.437 1.391
C2 -1.835 -3.049 0.909
C3 -2.413 -4.226 1.598
C4 -3.000 -4.123 2.856
C5 -3.502 -5.245 3.492
C6 -3.404 -6.492 2.894
C7 -2.797 -6.608 1.653
C8 -2.310 -5.484 1.012
C9 -2.280 -2.698 -0.422
C10 -3.455 -3.220 -0.977
C11 -3.755 -2.952 -2.296
C12 -2.870 -2.188 -3.043
C13 -1.740 -1.694 -2.406
N4 -1.450 -1.926 -1.140
H1 2.248 -2.783 4.355
H2 0.714 -3.482 4.614
H3 -3.065 -3.158 3.335
H4 -3.951 -5.155 4.475
H5 -3.789 -7.374 3.394
H6 -2.676 -7.582 1.195
H7 -1.822 -5.580 0.054
H8 -4.114 -3.819 -0.371
H9 -4.661 -3.341 -2.744
H10 -3.051 -1.973 -4.087
H11 -1.013 -1.097 -2.947
C14 6.825 1.193 -2.210
C15 5.636 1.786 -2.972
C16 5.765 1.651 -4.488
C17 5.726 0.185 -4.902
C18 4.537 -0.501 -4.283
C19 4.034 -1.652 -4.850
C20 2.928 -2.277 -4.288
F1 2.469 -3.410 -4.884
C21 2.309 -1.781 -3.169
C22 2.812 -0.626 -2.564
C23 2.159 -0.139 -1.331
O1 1.209 -0.771 -0.852
C24 2.757 1.051 -0.781
C25 3.819 1.616 -1.397
N5 4.414 1.151 -2.520
C26 3.931 0.022 -3.123
C27 2.287 1.766 0.505
O2 2.884 2.799 0.797
O3 1.371 1.219 1.170
H12 7.759 1.629 -2.558
H13 6.864 0.114 -2.339
H14 6.714 1.398 -1.148
H15 5.556 2.851 -2.722
H16 6.696 2.118 -4.817
H17 4.929 2.179 -4.953
H18 6.650 -0.315 -4.590
H19 5.671 0.110 -5.991
H20 4.497 -2.070 -5.733
H21 1.448 -2.260 -2.727
H22 4.238 2.514 -0.961
O4 -4.456 -0.250 -0.494
C28 -3.332 0.243 -0.414
O5 -2.499 0.031 0.516
C29 -2.924 1.218 -1.539
C30 -3.918 1.770 -2.289
C31 -3.654 2.713 -3.311
C32 -2.337 3.025 -3.620
C33 -1.299 2.442 -2.919
C34 -1.533 1.561 -1.774
O6 -0.592 1.178 -1.053
N6 0.022 2.774 -3.301
O7 0.185 3.747 -4.036
O8 0.957 2.080 -2.929
N7 -4.702 3.337 -4.002
O9 -5.858 2.988 -3.775
O10 -4.434 4.227 -4.811
H23 -4.936 1.474 -2.082
H24 -2.116 3.728 -4.415
O11 1.647 -0.628 4.989
C35 0.957 0.217 5.770
C36 1.326 0.328 7.111
C37 0.672 1.203 7.955
C38 -0.358 1.995 7.468
C39 -0.737 1.890 6.143
C40 -0.108 0.993 5.284
C41 -0.483 0.908 3.849
O12 -0.173 -0.129 3.169
N8 -1.084 1.975 3.392
N9 -1.177 2.058 2.030
C42 -1.796 3.104 1.676
S2 -1.869 3.736 0.063
C43 -3.398 4.680 0.407
C44 -3.192 5.359 1.741
S3 -2.596 4.098 2.934
H25 1.255 -0.573 4.080
H26 2.148 -0.280 7.463
H27 0.974 1.270 8.994
H28 -0.855 2.690 8.130
H29 -1.524 2.507 5.741
H30 -4.233 3.977 0.437
H31 -3.527 5.381 -0.415
H32 -4.112 5.791 2.131
H33 -2.427 6.132 1.667

Computed properties:
Kohn-Sham gap: 6.0837 eV
E: -4425.23700 Eh
2S+1: 1
Net charge: -2
Max |F|: 1.604 eV Å⁻¹
Relative energy (zero: lowest compared OMol25 entry of this formula, charge and spin): 14.3 kcal/mol
HOMO level: -2.51 eV
E_LUMO: 3.58 eV

4.
Density functional theory data (ωB97M-V/def2-TZVPD) for a molecular structure, C44H33N5O4OsP at a distorted geometry.

Positions of all 88 atoms, in Å:
Os1 -0.300 0.304 -0.373
C1 -2.858 5.150 -0.960
C2 -2.676 4.784 0.368
C3 -1.698 3.879 0.709
C4 -0.876 3.318 -0.282
C5 -1.044 3.718 -1.616
C6 -2.032 4.624 -1.943
N1 0.037 2.334 0.049
C7 0.875 2.526 1.090
C8 1.207 3.774 1.647
C9 2.097 3.843 2.693
C10 2.693 2.690 3.199
C11 2.409 1.448 2.649
C12 1.508 1.356 1.598
N2 1.208 0.167 0.926
N3 0.238 -0.651 1.339
C13 0.386 -2.035 1.196
C14 1.070 -2.847 2.067
C15 0.989 -4.233 1.932
C16 0.172 -4.775 0.938
C17 -0.527 -3.960 0.095
N4 -0.405 -2.590 0.190
H1 -3.633 5.854 -1.221
H2 -3.303 5.199 1.143
H3 -1.582 3.552 1.732
H4 -0.382 3.323 -2.372
H5 -2.159 4.908 -2.976
H6 0.777 4.667 1.218
H7 2.352 4.804 3.110
H8 3.397 2.768 4.013
H9 2.877 0.553 3.033
H10 1.653 -2.409 2.860
H11 1.535 -4.871 2.603
H12 0.091 -5.844 0.823
H13 -1.172 -4.329 -0.686
O1 -2.599 1.896 -3.562
C18 -2.409 0.988 -2.787
O2 -1.626 1.043 -1.754
C19 -3.020 -0.392 -2.970
C20 -3.142 -1.036 -4.149
C21 -3.496 -2.429 -4.221
C22 -3.486 -3.178 -3.103
O3 -3.956 -4.434 -2.920
C23 -4.124 -4.642 -1.537
O4 -3.730 -3.476 -0.841
C24 -3.165 -2.625 -1.767
C25 -3.078 -1.138 -1.708
H14 -3.041 -0.480 -5.068
H15 -3.780 -2.853 -5.170
H16 -3.516 -5.500 -1.215
H17 -5.181 -4.848 -1.315
H18 -3.410 -0.608 -0.821
C26 2.991 4.310 -3.038
C27 3.337 3.770 -1.807
C28 2.992 2.468 -1.510
C29 2.307 1.695 -2.449
C30 1.925 2.248 -3.666
C31 2.278 3.555 -3.956
P1 1.892 0.007 -1.944
C32 1.615 -0.961 -3.451
C33 0.389 -0.821 -4.098
C34 0.101 -1.586 -5.212
C35 1.035 -2.498 -5.683
C36 2.255 -2.636 -5.040
C37 2.548 -1.880 -3.920
C38 3.492 -0.612 -1.321
C39 4.703 -0.165 -1.847
C40 5.892 -0.683 -1.367
C41 5.889 -1.636 -0.361
C42 4.687 -2.089 0.157
C43 3.494 -1.585 -0.329
H19 3.276 5.322 -3.279
H20 3.881 4.364 -1.087
H21 3.254 2.034 -0.554
H22 1.363 1.662 -4.379
H23 2.000 3.987 -4.905
H24 -0.340 -0.119 -3.716
H25 -0.853 -1.475 -5.703
H26 0.812 -3.106 -6.546
H27 2.988 -3.337 -5.409
H28 3.498 -2.003 -3.421
H29 4.715 0.581 -2.628
H30 6.830 -0.342 -1.780
H31 6.821 -2.024 0.020
H32 4.677 -2.833 0.939
H33 2.552 -1.937 0.066
N5 -1.901 -1.982 -1.523
C44 -0.976 -1.662 -0.612

Computed properties:
Kohn-Sham gap (alpha / beta): 4.5904 / 4.4815 eV
E: -2702.91049 Eh
2S+1: 1
Net charge: +1
Max |F|: 3.795 eV Å⁻¹
HOMO level (alpha / beta): -9.12 / -9.06 eV
E_LUMO (alpha / beta): -4.53 / -4.57 eV